# 1
77
Properties=species:S:1:pos:R:3 method="wB97M-V/def2-TZVPD" total_charge=+1 total_energy_ha=-13126.080651 e_homo_ev="-10.2 / -10.5" orbital_gap_ha="0.23918 / 0.22000" spin_multiplicity=4
Mn 1.20 1.54 -0.60
Se 2.66 2.35 1.31
Se 4.31 3.64 0.54
Se 3.59 4.25 -1.59
Se 1.36 3.72 -1.52
S -0.61 2.28 0.85
Sb -1.66 0.45 1.75
C -2.34 -0.92 0.33
C -1.85 -2.23 0.23
C -2.43 -3.11 -0.68
C -3.49 -2.69 -1.48
C -3.96 -1.39 -1.39
C -3.39 -0.50 -0.49
C -3.38 1.11 2.74
C -4.58 0.40 2.63
C -5.70 0.85 3.32
C -5.62 2.00 4.09
C -4.43 2.70 4.20
C -3.30 2.26 3.52
C -0.42 -0.43 3.18
C -0.62 -1.73 3.66
C 0.21 -2.22 4.67
C 1.21 -1.42 5.20
C 1.40 -0.13 4.73
C 0.58 0.37 3.72
H -1.03 -2.56 0.85
H -2.06 -4.12 -0.75
H -3.95 -3.39 -2.17
H -4.79 -1.06 -2.01
H -3.77 0.52 -0.42
H -4.64 -0.50 2.03
H -6.63 0.31 3.24
H -6.50 2.35 4.62
H -4.37 3.60 4.80
H -2.38 2.82 3.59
H -1.41 -2.36 3.27
H 0.06 -3.23 5.04
H 1.85 -1.81 5.98
H 2.18 0.50 5.14
H 0.73 1.38 3.36
N -3.73 2.74 -4.50
C -2.94 2.03 -4.06
C -1.96 1.14 -3.49
C -1.90 -0.19 -3.86
C -0.98 -1.01 -3.24
C -0.15 -0.47 -2.28
N -0.18 0.83 -1.94
C -1.09 1.62 -2.52
H -2.57 -0.57 -4.63
H -0.90 -2.06 -3.49
H 0.61 -1.06 -1.79
H -1.12 2.65 -2.20
C 3.24 -1.42 -3.48
Si 3.16 0.41 -3.10
C 1.97 1.22 -4.29
C 4.85 1.15 -3.37
N 2.56 0.56 -1.44
C 3.02 -0.30 -0.44
C 2.10 -0.81 0.49
C 2.50 -1.59 1.58
C 3.84 -1.92 1.72
C 4.76 -1.46 0.78
C 4.37 -0.65 -0.27
H 3.45 -1.57 -4.54
H 2.29 -1.92 -3.25
H 4.02 -1.93 -2.91
H 2.48 1.31 -5.26
H 1.67 2.21 -3.98
H 1.08 0.61 -4.46
H 5.09 1.10 -4.44
H 5.65 0.62 -2.85
H 4.89 2.20 -3.08
H 1.03 -0.63 0.35
H 1.77 -1.94 2.28
H 4.16 -2.55 2.54
H 5.81 -1.72 0.89
H 5.11 -0.26 -0.95

=====

# 2
16
Properties=species:S:1:pos:R:3 method="wB97M-V/def2-TZVPD" total_energy_ha=-1066.874586 e_homo_ev=-8.9 orbital_gap_ha=0.33666
C -0.78 -1.23 -1.04
C -0.35 -0.42 0.11
C 0.47 0.63 0.20
C 1.31 1.14 -0.95
S 0.80 2.84 -1.35
O -1.06 -0.91 1.24
C -0.45 -0.96 2.41
S -1.19 -1.40 3.76
H -1.81 -1.39 -0.84
H -0.31 -2.20 -0.99
H -0.68 -0.78 -2.05
H 0.36 1.21 1.13
H 1.22 0.41 -1.77
H 2.39 1.24 -0.81
H -0.54 2.54 -1.43
H 0.62 -0.73 2.39